137
Properties=species:S:1:pos:R:3 method="wB97M-V/def2-TZVPD" total_charge=+4 relative_energy_kj_mol=0.0 orbital_gap_ev=7.12 e_homo_ev=-14.55
C -15.96 -0.39 0.48
C -16.41 1.07 0.43
N -17.97 1.33 0.23
C -18.64 0.90 1.47
C -18.00 2.83 0.12
C -19.30 3.45 -0.39
C -18.54 0.63 -0.88
C -17.97 0.95 -2.23
O -16.92 0.06 -2.55
C -15.99 0.56 -3.56
H -16.11 -0.90 -0.46
H -16.36 -0.92 1.36
H -14.90 -0.31 0.65
H -15.92 1.44 -0.47
H -16.31 1.65 1.34
H -18.50 -0.17 1.55
H -19.72 1.03 1.30
H -18.30 1.44 2.32
H -17.19 3.21 -0.48
H -17.59 3.23 1.01
H -18.98 4.36 -0.82
H -20.00 3.56 0.43
H -19.70 2.85 -1.22
H -19.58 0.89 -0.76
H -18.58 -0.41 -0.67
H -17.63 2.01 -2.20
H -18.76 0.84 -3.03
H -16.53 0.78 -4.45
H -15.26 -0.22 -3.75
H -15.48 1.52 -3.20
C -26.77 -4.70 -1.46
C -27.81 -4.22 -0.48
N -27.77 -2.83 -0.06
C -28.79 -2.68 1.05
C -26.37 -2.53 0.46
C -25.83 -3.39 1.57
C -28.14 -1.86 -1.18
C -29.39 -2.19 -2.00
O -30.56 -1.98 -1.20
C -31.74 -2.20 -1.97
H -25.97 -5.14 -0.91
H -26.48 -4.06 -2.30
H -27.32 -5.56 -1.91
H -27.81 -4.88 0.39
H -28.82 -4.30 -0.84
H -29.80 -2.91 0.67
H -28.74 -1.68 1.30
H -28.58 -3.35 1.88
H -26.54 -1.48 0.70
H -25.65 -2.53 -0.38
H -25.56 -4.43 1.24
H -26.43 -3.41 2.47
H -24.86 -2.96 1.81
H -27.21 -1.70 -1.80
H -28.40 -0.98 -0.60
H -29.48 -3.20 -2.47
H -29.35 -1.49 -2.81
H -32.59 -2.16 -1.34
H -31.62 -3.22 -2.44
H -31.90 -1.49 -2.82
C -21.94 -5.35 -3.38
C -20.89 -5.59 -4.40
N -20.06 -4.42 -4.86
C -19.38 -3.80 -3.71
C -19.07 -5.07 -5.86
C -18.03 -5.89 -5.26
C -20.91 -3.41 -5.56
C -20.36 -1.99 -5.56
O -19.08 -1.98 -6.13
C -18.47 -0.71 -6.32
H -21.64 -4.78 -2.51
H -22.26 -6.34 -3.05
H -22.83 -4.91 -3.74
H -21.47 -5.88 -5.29
H -20.20 -6.42 -4.21
H -18.91 -4.55 -3.07
H -20.05 -3.23 -3.07
H -18.60 -3.14 -4.08
H -18.64 -4.20 -6.35
H -19.76 -5.48 -6.63
H -18.45 -6.85 -4.98
H -17.57 -5.42 -4.41
H -17.26 -6.16 -5.99
H -21.84 -3.34 -4.98
H -21.14 -3.84 -6.53
H -20.40 -1.57 -4.53
H -21.08 -1.33 -6.07
H -18.74 -0.06 -5.49
H -18.59 -0.29 -7.29
H -17.42 -1.02 -6.23
C -25.62 3.43 8.15
C -25.27 3.15 6.74
O -25.55 2.23 6.11
N -24.44 4.26 6.08
H -24.61 4.40 5.12
H -24.71 5.12 6.57
C -22.95 4.16 6.29
H -25.81 2.49 8.61
H -26.49 4.13 8.11
H -24.81 3.87 8.76
H -22.59 4.65 5.39
H -22.62 3.15 6.28
H -22.56 4.75 7.12
C -21.75 2.86 -3.81
C -22.20 1.68 -2.98
O -21.36 0.79 -2.82
N -23.56 1.44 -2.82
H -24.77 -0.17 -3.97
H -23.63 0.85 -2.04
C -24.72 2.35 -2.96
H -22.60 3.51 -3.92
H -21.45 2.45 -4.77
H -20.95 3.47 -3.38
H -25.58 1.91 -2.46
H -25.00 2.26 -4.03
H -24.49 3.40 -2.73
C -19.26 -5.80 3.38
C -20.22 -6.87 3.21
O -21.22 -6.97 2.62
N -19.79 -8.12 4.08
H -19.73 -8.97 3.55
H -18.86 -7.96 4.47
C -20.76 -8.35 5.33
H -18.36 -6.19 2.88
H -19.15 -5.69 4.48
H -19.58 -4.87 2.98
H -20.54 -9.36 5.62
H -21.75 -8.13 4.99
H -20.36 -7.65 6.00
N -24.70 -2.06 -3.75
O -24.62 -1.02 -4.49
O -24.26 -3.08 -4.26
O -25.10 -1.91 -2.60
N -20.07 -1.95 2.38
O -20.84 -1.12 2.90
O -19.27 -2.51 3.16
O -20.14 -2.14 1.14